# 1
# C24H54IN13O8

A 9-piece molecular cluster, C24H54IN13O8 overall (ωB97M-V/def2-TZVPD, the OMol25 dataset).

Structure (ORCA input):
```
! RIJCOSX wB97M-V def2-TZVPD def2/J DEFGRID3
* xyz 0 1
O -0.23187 5.48883 3.83587
H 1.65097 3.08528 1.60527
I 0.54338 -1.97095 -0.89611
N -1.58890 -2.73331 -4.74650
C -2.52809 -5.57039 -6.31426
H -1.82976 0.93672 -0.03206
C 1.35314 -9.31586 3.93984
H -2.59047 -5.05855 2.96528
C 3.75201 1.20817 2.34918
N -3.33186 -2.63852 -2.69197
H 0.79841 4.31152 2.51128
H -2.04419 4.18922 0.58163
H 0.45745 -9.91854 4.07673
H 1.37211 5.45873 5.72068
H -1.38912 7.89980 4.18591
H 5.74722 1.75126 2.84035
C 5.23735 0.95620 2.29887
H 5.51344 -0.00288 2.73349
C 0.53036 -3.91913 2.61119
O 0.18139 -7.23333 3.94450
C -0.97738 -3.91678 2.52461
O 3.24896 2.22903 1.90484
H 4.45819 7.34392 -1.73246
H -0.95975 0.32494 -1.40163
C -6.29747 5.68662 0.20886
H -1.63557 -4.43259 -7.96688
C 0.03718 3.79787 0.62305
H 0.89795 -4.83761 3.06928
N -3.79053 -2.86828 -3.89630
H 0.85418 -3.07212 3.21314
H -5.68613 3.44168 -0.99304
H 5.37290 6.51817 -0.45851
H 2.04906 -9.85580 3.29978
O 2.09407 6.63477 -0.62584
N 0.61967 6.11771 5.82228
C -1.41261 7.19384 5.01372
H -2.70094 -2.89309 -6.83413
H -0.91229 -6.03077 -7.68778
H -1.32953 7.74204 5.95155
C -1.12261 4.75290 0.67023
H -4.24382 -4.70806 -7.33439
H -2.66471 0.75091 -1.55216
N -1.58589 -5.02820 2.99621
C -1.56651 -2.24476 -1.10884
H -4.15162 3.14416 -0.25270
H 3.37862 -0.61503 3.26318
O 0.23473 3.05840 -0.33707
H -4.42971 -4.89229 -5.60570
N -1.13681 -2.48492 -3.53493
H -3.40368 -1.24589 -0.55300
H -1.04149 5.43633 -0.17425
C 3.21475 6.20475 -0.42886
C -2.89716 -2.92878 -4.88725
C -1.92242 0.28722 -0.90178
H 1.81695 -9.15592 4.91123
H -2.36453 6.66681 4.99169
H -1.77709 -3.18073 -0.59305
C -5.05071 4.85336 0.40062
N 3.44255 4.95155 0.03376
H 0.94903 -3.81720 1.61016
N 0.88234 3.74516 1.67839
C -2.01534 -2.46491 -2.53842
H 5.55953 0.97631 1.25930
O -4.16691 5.17123 1.17096
H -6.98352 5.25635 -0.52001
C -2.33039 -1.11704 -0.42455
O -1.60294 -2.97806 2.05890
H 1.25685 -6.76814 1.75846
C 5.30953 -1.10544 -2.83590
N 1.50383 -7.65215 2.17166
H -6.80923 5.77577 1.16519
H -6.00570 6.68040 -0.12521
C -3.71746 -4.62010 -6.38593
H 1.99590 0.37473 2.93288
H 4.35860 4.58554 0.20327
C -0.30098 6.19246 4.82582
H 2.14068 -8.25261 1.68360
H -2.84413 -6.56636 -6.62191
H -2.13676 -1.21330 0.63807
H 5.24424 -0.30535 -3.57198
C -1.33963 -5.15483 -7.20666
O 4.27731 -1.70864 -0.76116
N 2.99338 0.23798 2.90537
N -4.97183 3.71968 -0.34821
N 3.57096 0.19095 -1.73219
C 0.95542 -7.97983 3.36570
H 2.91832 0.33717 -0.97820
C 4.35064 -0.91513 -1.68417
H -2.19182 -5.63163 -5.27852
C 4.44739 7.04757 -0.68519
H -1.15454 5.32353 1.59262
H 0.57927 6.68931 6.64393
H 4.39451 7.94437 -0.07054
N -3.39911 -3.19881 -6.16590
H -1.07102 -5.81602 3.36522
H 5.08638 -2.05246 -3.32348
H 6.32472 -1.14453 -2.44517
H 3.60332 0.86209 -2.47569
H 2.63619 4.36796 0.20445
H -0.55881 -4.68563 -6.61163
*
```

Properties
- SMILES = CCCNc1nnc([C@@H](I)CC)nn1.CC(N)=O.CC(N)=O.CC(N)=O.CC(N)=O.CC(N)=O.CC(N)=O.CC(N)=O.CC(N)=O
- E (eV) = -69619.5721


# 2
# C69H167N5O41

A 20-piece molecular cluster, C69H167N5O41 overall (ωB97M-V/def2-TZVPD, the OMol25 dataset).

Structure (ORCA input):
```
! RIJCOSX wB97M-V def2-TZVPD def2/J DEFGRID3
* xyz 0 1
H -19.15654 -7.96386 8.58666
H -16.70612 -4.48464 14.74031
H -12.30045 2.45055 14.08221
C -3.72625 12.39359 2.87197
H -2.90631 1.28828 2.37631
H -0.23641 -2.98660 8.91138
H -15.43525 1.79281 8.24987
H -13.04611 14.16328 9.88804
H -20.48209 -9.28760 6.83753
O -7.88764 -2.43650 6.93248
H -14.38831 -8.17137 7.97839
H -12.24107 0.26363 13.11963
H -5.55221 8.32283 -1.07543
H 2.36398 0.78812 4.55403
O -11.36787 12.67283 5.06207
H -3.34247 5.71589 19.05890
H -6.28595 8.52651 2.30172
H -18.00226 -5.50959 7.38955
H -1.41722 9.07692 10.87514
H -13.84364 9.46589 5.57650
H -9.09933 -1.28593 8.19663
H -12.78771 6.64298 20.50631
H -19.46397 3.10131 13.37800
H -11.95001 2.21434 4.09055
C -1.50973 -2.72993 17.35602
H -15.71034 -5.68185 6.82844
H -9.47297 10.46137 17.17411
C -20.78982 -8.27883 6.56223
H -17.51913 -6.94470 16.56087
C -19.35265 -7.04763 8.02974
H -15.57125 -5.70223 15.20708
H -4.08103 2.43264 3.03579
H -2.43250 2.19003 11.33824
H -9.25782 12.80096 9.53327
H -16.94602 -0.97603 17.94956
H -3.21293 0.31984 4.52719
O -15.30979 3.23993 9.75774
H 1.05781 1.06747 3.41005
H -8.59607 2.22267 19.43343
H -11.03409 4.53513 13.07272
H -15.95270 1.26215 9.81416
C -12.40600 15.95138 18.13370
H -6.11380 -7.96880 10.12751
H -2.32947 15.54041 0.52970
O -18.06848 -3.14765 16.75458
N -12.09393 15.09886 19.33945
H -11.24987 15.45186 19.76732
H -3.06145 14.39221 2.78383
H -10.25211 -2.02212 13.76532
H -10.95445 -1.65878 12.23233
O -19.75021 -7.31908 6.68214
O -5.11735 4.96820 20.04381
C -3.95675 5.81904 19.95339
H -13.85216 10.10616 7.25735
H -17.89577 -1.84584 19.05007
H -13.69219 12.66469 13.86284
H -25.63626 1.93276 11.37042
O -11.93709 18.30280 18.86281
O -7.74244 -9.06329 10.78910
O -10.70519 10.47311 5.33007
H -6.86608 9.37330 -0.63548
O -10.52838 -9.24415 18.93140
H -2.80978 11.80991 2.95857
C -24.59228 3.30061 12.70157
H -1.91834 8.26813 9.34813
H -3.36510 1.74629 5.31777
H -11.42511 16.07447 17.67457
H -19.45236 1.45774 13.73195
H -10.41735 4.22847 10.54512
O -3.78734 -5.19478 18.32901
H -3.23521 5.45951 20.68703
O -11.32597 16.07728 10.53865
H -6.82307 -7.53411 11.67334
C -10.69764 13.33199 18.19779
C -2.78829 1.32323 4.49533
H -13.04156 17.11256 11.03076
H -2.00663 -3.16338 9.12280
H -4.36941 11.30294 1.25882
H -10.90499 13.79551 17.23329
O -14.29852 -7.74335 5.97852
H -10.73496 2.30838 14.69462
C -13.27573 9.99989 6.33837
H -5.60202 10.35599 3.77258
C -9.07246 -1.78812 7.22958
C -20.05334 2.35058 13.90446
H -10.66800 -11.97290 9.66966
H -17.75153 -6.07142 9.08736
C -7.96737 -10.19063 11.45329
H -14.04611 12.41859 11.34294
H -2.28383 2.79042 3.01249
H -5.69785 -8.90359 11.58200
H -9.72615 12.63224 3.85714
H -7.19556 -2.19872 7.55385
H -9.11173 14.92164 4.02367
O -16.15973 -4.50244 16.66702
C -1.19087 -2.46156 8.94931
O -6.24472 3.16476 19.56877
C -12.96004 -8.20350 5.74650
C -6.49806 -8.37638 11.06256
H -10.72175 -8.78964 19.75458
C -17.94850 -6.36926 8.05751
H -0.52478 -3.18713 17.26147
O -2.37528 -3.59678 18.06466
C -12.98137 17.40347 18.37640
H -11.56635 20.34856 19.29463
C -16.51508 -5.24245 15.50013
H -12.36190 3.22819 2.79418
O -1.37892 10.30253 9.23345
H -5.77925 1.14713 19.15938
C -10.23564 3.87537 12.73317
H -13.55551 -6.61620 7.45647
C -10.32558 16.99896 10.06359
C -9.64232 -11.88856 11.46736
H -10.53603 15.26327 5.00008
C -5.90250 9.45533 1.87938
O -10.59915 2.09936 2.60837
H -14.10474 10.20518 14.44987
C -10.13185 14.60079 4.23467
C -12.20941 19.70129 18.69830
H -5.38829 -5.77168 16.97083
C -3.22200 -4.40839 17.41163
H -4.06065 9.80557 3.18675
C -3.47361 13.72741 2.02470
H -11.25392 5.85543 20.04509
C -17.63942 -6.28698 15.70004
C -3.06808 2.04494 3.14403
H -13.03538 15.31491 17.51169
H -12.42555 -9.76904 18.35862
H -8.43239 11.48550 10.59923
H -13.25906 19.93100 18.88149
H -24.77198 3.67542 13.70920
C -11.49582 2.88143 3.35788
H -8.55815 4.13287 8.94845
C -14.66537 12.69621 13.37290
C -15.10016 10.64926 14.45393
O -1.16549 -1.44046 9.92232
N -16.82267 -7.26309 7.63135
H -9.18453 14.20794 10.96953
O -10.14650 0.01894 13.40009
C -16.85569 -1.70238 18.75725
H -7.79297 1.14809 20.60587
H -3.15036 0.78081 13.37701
H -26.67426 3.07442 12.08871
H -13.82983 4.68902 19.75347
H -12.30939 -7.36542 5.49676
H -15.42281 13.56117 11.55793
H -21.03194 -8.41206 5.50785
H -6.61755 2.10642 17.90727
C -15.62942 -6.45313 7.59439
H -8.27784 0.57665 18.98185
H -1.25577 -2.01206 7.95843
O -8.43836 3.94094 11.06696
H -11.18375 -9.49699 17.06501
C -2.95429 1.24172 11.20962
H -10.85068 3.63873 3.80329
C -11.45132 0.53030 13.82198
O -23.39919 2.56424 12.72098
C -4.99743 10.26427 2.87028
H -10.08366 11.68587 16.18695
H -5.54105 -6.02531 18.64612
H -12.88160 -8.77236 4.82003
O -7.28759 -10.60900 12.41982
O -9.02284 -10.78411 10.87084
O -3.48292 -1.10544 9.83481
H -9.55073 -13.25491 9.94535
O -5.24347 9.19146 0.65375
C -10.36592 -12.70637 10.41723
H -12.71877 14.36703 12.30763
C -15.95650 2.12471 9.14778
H -8.98246 -12.53558 12.04534
H -9.26191 -1.49032 12.49224
H -4.02166 12.57993 3.90450
H -2.94348 9.49512 10.21606
H -9.83976 -2.56222 7.21842
H -20.05606 2.56674 14.97280
H -12.88281 16.75945 9.30880
C -6.56082 1.88362 18.97274
H -13.18611 17.84414 17.40071
C -12.68701 16.37570 10.31005
H -16.77892 -8.06778 8.24016
H -4.40816 0.05261 12.36280
H -10.46984 17.33695 9.03741
C -2.35597 -0.84611 10.22860
H -16.29239 -1.26547 19.58182
O -2.07188 0.17406 10.96487
O 0.66333 1.61437 5.37078
O -16.30750 -2.87748 18.17136
H -17.82778 -6.90005 14.81869
H -11.91476 -8.14001 17.88554
C -16.93223 -3.48295 17.13103
H -11.11801 -13.38924 10.81239
H -14.48414 3.04830 10.20846
H -15.46488 -5.99779 8.57096
C -7.89600 4.33223 9.79102
C -12.28690 5.68757 20.34984
H -3.55775 14.71926 -0.48235
H -11.92356 19.98082 17.68427
C -11.57958 -9.16769 18.02573
H -1.35344 -1.79892 17.90089
H -10.46702 -11.49766 12.06332
H -25.97666 1.72296 13.09233
H -1.74125 -2.46528 16.32430
H -10.18298 1.95720 12.00565
C -11.32118 2.05611 13.81099
H -8.59563 12.08321 17.09627
C -7.87508 1.41383 19.55196
H -11.07123 1.32153 2.30224
H -15.29140 11.23133 15.35544
C -22.35052 3.00677 13.54235
H -9.73835 13.71637 18.54437
H -15.79281 9.80870 14.41132
O -12.83455 11.26395 5.80706
O -22.40931 3.99041 14.32027
C -4.80390 -6.06175 17.84402
C -10.08497 13.20012 4.71554
H -7.55035 12.77534 9.85820
C -13.43740 14.97837 10.49682
H -6.94299 3.84771 9.57861
C -9.73104 4.41139 11.37194
H -24.30951 4.14326 12.07064
C -11.95012 13.66572 19.01050
H -6.67043 7.73082 0.00081
H -9.10240 -1.03820 6.43913
C -11.53147 11.37703 5.31497
H -15.30123 13.38898 13.92411
H -3.83383 -7.73780 18.69668
H -3.43923 -7.57281 16.99748
H -12.44608 9.37521 6.66934
C -14.36676 -7.32528 7.29154
H -9.83265 5.49190 11.47320
H -9.46625 3.95159 13.50150
C -0.63144 1.96090 5.29461
O -1.07763 3.00088 5.84070
H -21.60730 -7.89756 7.17417
H -5.08957 -8.05483 17.50792
H -10.76894 14.66817 3.35281
H -14.45382 15.13463 10.13548
H -6.83632 9.97672 1.66901
O -4.07698 3.24441 18.84673
H -7.78620 5.41631 9.76254
C -5.05182 3.73137 19.40410
C -14.45010 13.24188 11.93208
N -10.84227 2.55196 12.48700
C -3.77794 0.93152 12.49864
H -16.91111 2.44822 8.73286
H -12.25816 5.19463 21.32158
H -18.55072 -5.72673 15.90920
C -9.54471 11.54787 17.12428
H 0.98136 -0.29353 4.59683
H -11.86617 13.22065 20.00195
H -12.56667 -8.72756 6.61754
C -25.80083 2.46090 12.30962
O -15.28022 11.37439 13.32771
H -9.33289 16.54957 10.08991
O -10.52624 11.96789 18.10967
H -11.70249 0.12380 14.80165
O -3.46034 -4.41644 16.17424
H -13.83011 17.39057 19.06018
C 1.28272 0.73979 4.42501
H -4.38902 1.80754 12.71608
C -4.23061 -7.42223 17.73175
C -6.14921 8.66033 -0.22820
H -20.13722 -6.46407 8.51141
C -10.22766 -1.29143 12.95686
N -4.72125 11.52412 2.17936
H -10.24291 17.85324 10.73552
O -12.93932 4.84091 19.42862
H -9.40282 13.20418 5.56570
C -2.61695 14.60202 0.05548
H -1.91068 14.56625 -0.77397
O -21.32530 2.22110 13.32017
N -13.62930 14.49066 11.88840
H -12.82772 13.19192 18.57072
H -4.06729 6.86876 20.22535
H -3.66286 1.37998 10.39297
H -4.44824 14.12745 1.74514
O -2.57594 13.48414 0.91361
O -1.40061 1.08161 4.58229
C -8.52068 12.52632 10.28779
O -8.86707 13.38024 11.33796
C -1.93757 9.19311 9.92444
H -0.42307 10.25562 9.30924
*
```

Properties
- E (eV) = -165641.3602


# 3
# C6H12FN2

An isolated ion of composition C6H12FN2 and charge +1 (ωB97M-V/def2-TZVPD, the OMol25 dataset).

Structure (ORCA input):
```
! RIJCOSX wB97M-V def2-TZVPD def2/J DEFGRID3
* xyz 1 1
N 0.77923 -0.13683 0.61279
H 3.41870 -0.37681 0.22630
H 1.11945 -2.00449 -0.44217
C -3.36456 1.85035 0.27398
F -0.90467 -1.80257 1.06231
H -4.30000 2.26800 0.87043
H -2.88106 2.68666 -0.02680
C 2.80362 -1.17169 0.18978
C 1.43346 -0.98903 -0.47738
H 0.92930 0.87105 0.66977
H -2.40809 1.76100 2.26119
H 3.35362 -1.84343 -0.45789
C 1.42968 -0.55289 -1.85092
H 1.36316 0.55642 -2.05562
C -0.71815 -0.52996 0.88262
C -2.45825 1.22978 1.30692
H -3.64723 1.36694 -0.63543
H 0.62764 -0.96041 -2.52194
H 2.33188 -0.91937 -2.20108
N -1.62172 0.30903 1.21638
H 2.71398 -1.61175 1.09676
*
```

Properties
- SMILES = C/C=N\C(F)=[NH+]\C(C)C
- E (eV) = -12104.6691
- ΔE to the lowest compared entry with this formula, charge and spin (kcal per mole) = 36.96


# 4
# C5H6O2

C5H6O2 in the gas phase (ωB97M-V/def2-TZVPD, the OMol25 dataset).

Structure (ORCA input):
```
! RIJCOSX wB97M-V def2-TZVPD def2/J DEFGRID3
* xyz 0 1
H 2.87919 -0.11321 -0.59141
H 1.78844 2.08411 0.77169
C 0.94678 -0.19822 0.26669
C -0.21951 -0.50191 0.31036
O -3.38605 0.26198 -1.03208
H -1.82486 -1.87652 0.24589
O 2.38776 1.70632 0.11545
H 2.84231 -0.03427 1.17361
C -2.27696 -0.20506 -1.00111
C 2.33098 0.30214 0.25907
H -2.18282 -0.38767 1.12641
C -1.65189 -0.79118 0.25884
H -1.63335 -0.24651 -1.90342
*
```

Properties
- SMILES = O=CCC#CCO
- E (eV) = -9374.7154
- ΔE to the lowest compared entry with this formula, charge and spin (kcal per mole) = 54.89


no.,HOMO energy (eV),M (g/mol),frontier orbital gap (eV)
1,-8.34,779.7,8.01
2,-8.57,1723.1,8.67
3,-14.23,131.2,9.73
4,-9.91,98.1,10.65